# C35H103O48P11S

A cluster of 12 separate species, C35H103O48P11S in total (ωB97M-V with the def2-TZVPD basis set, the OMol25 dataset).

Geometry as ORCA input:
```
! RIJCOSX wB97M-V def2-TZVPD def2/J DEFGRID3
* xyz 0 1
C 2.06 5.55 7.89
O 2.42 4.88 9.02
P 3.81 5.31 9.76
O 3.96 6.75 10.11
O 4.08 4.24 11.00
C 5.35 4.42 11.61
O 4.94 4.78 8.72
C 5.41 3.47 8.65
H 2.12 4.98 6.96
H 2.75 6.37 7.66
H 1.05 5.95 8.01
H 5.87 3.47 11.46
H 5.21 4.59 12.68
H 6.00 5.28 11.45
H 4.89 3.01 7.81
H 5.36 2.83 9.53
H 6.48 3.54 8.49
C 3.18 -8.77 -4.28
O 3.37 -8.80 -2.88
P 2.42 -9.63 -1.98
O 1.61 -10.80 -2.44
O 1.63 -8.35 -1.33
C 0.39 -8.22 -0.59
O 3.40 -10.07 -0.72
C 3.09 -11.13 0.20
H 4.13 -8.82 -4.81
H 2.85 -7.80 -4.66
H 2.51 -9.54 -4.66
H -0.27 -7.71 -1.29
H 0.61 -7.67 0.32
H -0.03 -9.21 -0.38
H 2.56 -11.97 -0.23
H 2.46 -10.92 1.07
H 3.99 -11.59 0.60
C -2.32 9.35 1.64
O -1.69 8.04 1.65
P -2.61 6.72 2.00
O -1.97 5.34 1.96
O -4.06 6.95 1.28
C -4.16 6.80 -0.13
O -2.98 7.14 3.59
C -4.31 6.97 4.04
H -3.38 9.35 1.42
H -1.84 10.03 0.94
H -2.18 9.64 2.68
H -3.31 6.54 -0.76
H -4.53 7.60 -0.78
H -4.85 5.96 -0.21
H -4.24 6.63 5.08
H -4.78 6.07 3.64
H -4.76 7.95 3.89
C -2.33 -0.98 8.04
O -2.61 -2.14 8.83
P -2.63 -2.05 10.44
O -1.26 -1.77 10.99
O -3.70 -0.86 10.69
C -3.45 0.33 11.50
O -3.36 -3.42 10.90
C -3.81 -3.75 12.15
H -3.10 -1.08 7.28
H -1.31 -1.14 7.70
H -2.36 0.00 8.50
H -2.37 0.47 11.59
H -3.90 0.23 12.49
H -3.91 1.17 10.99
H -4.18 -4.77 12.05
H -4.66 -3.17 12.51
H -2.99 -3.66 12.86
C -0.74 0.16 -0.71
O 0.53 -0.16 -0.20
P 0.73 -1.38 0.85
O -0.19 -2.54 0.75
O 2.20 -1.91 0.47
C 2.66 -1.93 -0.88
O 0.96 -0.73 2.41
C 1.84 0.24 2.73
H -0.66 0.58 -1.71
H -1.21 0.87 -0.03
H -1.43 -0.68 -0.64
H 1.97 -2.12 -1.70
H 3.50 -2.62 -0.89
H 2.91 -0.96 -1.33
H 1.61 0.75 3.66
H 1.89 0.95 1.91
H 2.82 -0.23 2.78
C 7.46 3.31 1.57
O 7.42 4.15 2.69
P 7.63 5.75 2.54
O 8.85 6.26 1.83
O 7.45 6.28 4.03
C 7.44 7.67 4.25
O 6.17 6.31 1.87
C 4.94 5.71 2.30
H 8.26 2.58 1.72
H 7.76 3.88 0.69
H 6.49 2.85 1.40
H 7.67 8.46 3.52
H 8.17 7.80 5.04
H 6.49 8.07 4.62
H 4.49 4.93 1.68
H 4.09 6.39 2.33
H 4.94 5.49 3.36
C 1.16 1.94 -5.63
O 0.92 0.74 -6.31
P 1.75 0.37 -7.66
O 2.83 1.33 -8.16
O 0.72 0.04 -8.82
C -0.72 0.02 -8.64
O 2.28 -1.16 -7.35
C 3.02 -1.72 -8.42
H 0.24 2.50 -5.45
H 1.97 2.49 -6.12
H 1.30 1.68 -4.58
H -0.94 -0.93 -9.13
H -1.13 0.78 -9.30
H -1.10 0.10 -7.62
H 3.72 -0.97 -8.81
H 2.43 -2.15 -9.23
H 3.74 -2.49 -8.18
C 9.31 -2.37 -7.63
O 8.87 -1.66 -6.48
P 9.38 -1.89 -4.96
O 8.62 -1.24 -3.88
O 10.94 -1.53 -4.96
C 11.40 -0.86 -3.82
O 9.27 -3.49 -4.58
C 8.00 -4.06 -4.62
H 8.46 -2.98 -7.95
H 10.17 -3.02 -7.47
H 9.54 -1.77 -8.51
H 11.45 -1.52 -2.96
H 10.68 -0.08 -3.55
H 12.39 -0.41 -3.77
H 7.11 -3.58 -5.02
H 7.85 -4.25 -3.55
H 7.84 -5.02 -5.12
C -6.01 -5.25 -5.90
O -6.23 -3.92 -6.22
P -5.07 -3.22 -7.12
O -5.05 -3.77 -8.51
O -5.60 -1.63 -7.06
C -6.48 -1.28 -8.06
O -3.71 -3.39 -6.14
C -3.69 -2.77 -4.92
H -5.01 -5.68 -5.99
H -6.81 -5.84 -6.34
H -6.29 -5.38 -4.85
H -6.68 -0.21 -8.07
H -7.41 -1.83 -7.95
H -6.04 -1.57 -9.02
H -3.55 -3.59 -4.22
H -4.63 -2.35 -4.58
H -2.91 -2.00 -4.96
C -6.16 -4.09 -0.02
O -6.86 -2.95 -0.53
P -8.44 -2.70 -0.63
O -9.30 -3.09 0.51
O -8.82 -3.41 -2.02
C -10.19 -3.77 -2.27
O -8.67 -1.14 -1.00
C -8.80 -0.02 -0.16
H -5.41 -4.47 -0.71
H -6.88 -4.88 0.19
H -5.59 -3.76 0.85
H -10.84 -3.85 -1.40
H -10.19 -4.72 -2.81
H -10.55 -3.05 -3.01
H -9.80 0.06 0.27
H -8.55 0.90 -0.69
H -8.04 -0.24 0.59
C -5.00 5.68 -9.00
O -5.62 5.13 -7.83
P -5.96 5.97 -6.52
O -4.85 6.79 -5.92
O -6.67 4.80 -5.71
C -5.97 3.56 -5.52
O -7.13 6.95 -6.99
C -6.82 8.30 -7.37
H -4.07 5.15 -9.22
H -4.68 6.72 -8.97
H -5.59 5.49 -9.90
H -5.72 2.98 -6.40
H -6.49 3.00 -4.75
H -5.00 3.71 -5.04
H -5.81 8.58 -7.08
H -7.45 9.03 -6.87
H -6.89 8.35 -8.46
O 2.37 -8.80 5.77
S 2.33 -7.34 5.59
O 3.25 -6.69 4.66
O 0.78 -6.80 5.10
C 0.36 -5.57 5.73
C 1.49 -5.30 6.74
O 2.15 -6.54 6.96
H 0.33 -4.84 4.93
H -0.61 -5.84 6.13
H 0.98 -4.80 7.56
H 2.23 -4.68 6.25
*
```

- HOMO-LUMO gap (eV) = 9.95
- SMILES = COP(=O)(OC)OC.COP(=O)(OC)OC.COP(=O)(OC)OC.COP(=O)(OC)OC.COP(=O)(OC)OC.COP(=O)(OC)OC.COP(=O)(OC)OC.COP(=O)(OC)OC.COP(=O)(OC)OC.COP(=O)(OC)OC.COP(=O)(OC)OC.O=S1(=O)OCCO1

Results of the Mulliken charge analysis, in e, for atoms 1 through 6:
1. C -0.72
2. O -0.30
3. P 0.99
4. O -0.64
5. O -0.35
6. C -0.73



# C3H10BI2NO2Si

The molecule C3H10BI2NO2Si (ωB97M-V with the def2-TZVPD basis set, the OMol25 dataset).

Geometry as ORCA input:
```
! RIJCOSX wB97M-V def2-TZVPD def2/J DEFGRID3
* xyz 0 1
C 2.28 -0.70 0.22
C 2.53 0.79 0.23
O 1.38 1.55 0.59
B 0.32 1.48 -0.26
O 0.43 1.87 -1.57
Si -1.45 0.78 0.44
I -1.31 0.66 2.91
I -3.20 2.39 -0.18
C -1.78 -0.92 -0.30
N -3.09 -1.48 0.09
H 1.84 -1.05 -0.71
H 3.24 -1.20 0.34
H 1.64 -1.00 1.04
H 3.29 1.00 0.97
H 2.94 1.11 -0.73
H -0.07 1.24 -2.13
H -0.96 -1.57 0.04
H -1.68 -0.83 -1.37
H -3.36 -2.17 -0.60
H -2.98 -1.95 0.98
*
```

- HOMO-LUMO gap (eV) = 9.37
- SMILES = CCOB(O)[Si](I)(I)CN

Results of the Mulliken charge analysis, in e, for atoms 1 through 6:
1. C -1.04
2. C -0.18
3. O -0.47
4. B 0.66
5. O -0.50
6. Si 0.08



# C2H3NO2S

The molecule C2H3NO2S (ωB97M-V with the def2-TZVPD basis set, the OMol25 dataset).

Geometry as ORCA input:
```
! RIJCOSX wB97M-V def2-TZVPD def2/J DEFGRID3
* xyz 0 1
N 3.14 -1.27 -0.24
C 2.08 -0.94 -0.07
C 0.61 -0.56 0.24
S 0.61 1.30 -0.03
O 1.03 1.76 1.25
O 1.38 1.81 -1.18
H 0.49 -0.90 1.24
H 0.08 -0.96 -0.69
H -0.75 1.43 -0.14
*
```

- HOMO-LUMO gap (eV) = 11.62
- ΔE to the lowest compared entry with this formula, charge and spin (kJ/mol) = 307.6
- SMILES = N#CC[SH](=O)=O

Results of the Mulliken charge analysis, in e, for atoms 1 through 6:
1. N -0.31
2. C 0.09
3. C -0.41
4. S 0.82
5. O -0.54
6. O -0.50



# C2HNO

A structure of composition C2HNO (ωB97M-V with the def2-TZVPD basis set, the OMol25 dataset).

Geometry as ORCA input:
```
! RIJCOSX wB97M-V def2-TZVPD def2/J DEFGRID3
* xyz 0 1
O -0.50 -0.44 -0.42
C -0.63 0.43 0.58
C 0.84 -0.33 -0.39
N 1.99 -0.31 -0.50
H -1.70 0.65 0.73
*
```

- HOMO-LUMO gap (eV) = 9.05
- ΔE to the lowest compared entry with this formula, charge and spin (kJ/mol) = 408.2

Mulliken analysis output, partial charges in e:
1. O -0.19
2. C -0.31
3. C 0.63
4. N -0.35
5. H 0.21



# C3H2FO3

The molecule C3H2FO3 (ωB97M-V with the def2-TZVPD basis set, the OMol25 dataset).

Geometry as ORCA input:
```
! RIJCOSX wB97M-V def2-TZVPD def2/J DEFGRID3
* xyz 0 2
H 1.07 -0.82 1.24
O -1.03 -0.46 -0.73
O -0.22 0.90 0.80
O -2.27 1.30 -0.06
C 0.23 -0.92 -0.45
C 0.85 0.05 0.49
C -1.26 0.67 -0.03
H 0.74 -1.50 -1.22
F 1.89 0.77 -0.03
*
```

- HOMO-LUMO gap (spin up / spin down) (eV) = 9.86 / 11.15
- ΔE to the lowest compared entry with this formula, charge and spin (kJ/mol) = 48.2

Results of the Mulliken charge analysis, in e, for atoms 1 through 6:
1. H 0.23
2. O -0.30
3. O -0.28
4. O -0.47
5. C -0.53
6. C 0.55



# CH3NO2

The molecule CH3NO2 (ωB97M-V with the def2-TZVPD basis set, the OMol25 dataset).

Geometry as ORCA input:
```
! RIJCOSX wB97M-V def2-TZVPD def2/J DEFGRID3
* xyz 0 1
C 0.60 0.05 0.02
N -0.81 0.02 0.07
O -1.41 -1.05 0.14
O -1.36 1.07 -0.16
H 0.99 1.03 0.02
H 0.88 -0.52 -0.89
H 1.12 -0.60 0.81
*
```

- HOMO-LUMO gap (eV) = 11.22
- ΔE to the lowest compared entry with this formula, charge and spin (kJ/mol) = 398.1
- SMILES = C[N+](=O)[O-]

Results of the Mulliken charge analysis, in e, for atoms 1 through 6:
1. C -0.67
2. N 0.82
3. O -0.52
4. O -0.50
5. H 0.33
6. H 0.27



# C6H20NO4

A structure of composition C6H20NO4 (ωB97M-V with the def2-TZVPD basis set, the OMol25 dataset).

Geometry as ORCA input:
```
! RIJCOSX wB97M-V def2-TZVPD def2/J DEFGRID3
* xyz -1 1
C 0.94 -1.94 1.33
C 0.70 -2.50 -0.08
N -0.34 -1.83 -0.86
C -1.04 1.71 -2.10
C -0.83 0.56 -1.07
C -0.01 -0.60 -1.65
C 1.51 -0.27 -1.73
O 2.11 0.26 -0.63
H 0.00 -1.76 1.84
H 1.53 -1.02 1.33
H 1.42 -2.72 1.94
H 1.64 -2.66 -0.60
H 0.25 -3.48 0.12
H -1.14 -1.63 -0.25
H -0.10 1.85 -2.60
H -1.93 1.52 -2.70
H -1.26 2.64 -1.55
H -0.39 1.00 -0.19
H -1.83 0.20 -0.80
H -0.43 -0.74 -2.65
H 1.99 -1.17 -2.13
H 1.45 0.49 -2.54
H 0.11 1.73 1.62
H -1.03 2.58 2.59
O -0.91 1.74 2.11
H 1.27 2.59 0.69
H 1.67 0.91 0.12
O 1.31 1.73 1.15
H -2.66 -0.51 1.65
H -2.13 0.80 2.14
O -2.93 0.16 2.30
*
```

- HOMO-LUMO gap (eV) = 8.66
- ΔE to the lowest compared entry with this formula, charge and spin (kJ/mol) = 140.4

Results of the Mulliken charge analysis, in e, for atoms 1 through 6:
1. C -0.97
2. C -0.50
3. N -0.43
4. C -1.46
5. C 0.49
6. C 0.21



# F3H2PSi

The molecule F3H2PSi (ωB97M-V with the def2-TZVPD basis set, the OMol25 dataset).

Geometry as ORCA input:
```
! RIJCOSX wB97M-V def2-TZVPD def2/J DEFGRID3
* xyz 0 1
F -1.21 -1.49 0.62
Si 0.18 -0.81 0.19
F 0.73 -0.38 1.60
F 1.13 -1.85 -0.45
P -0.37 1.21 -1.20
H -1.18 1.54 -0.08
H 0.72 1.78 -0.66
*
```

- HOMO-LUMO gap (eV) = 11.00
- ΔE to the lowest compared entry with this formula, charge and spin (kJ/mol) = 0.0
- SMILES = F[Si](F)(F)P

Results of the Mulliken charge analysis, in e, for atoms 1 through 6:
1. F -0.26
2. Si 0.68
3. F -0.21
4. F -0.19
5. P -0.15
6. H 0.08



# CH5IOSi

The molecule CH5IOSi (ωB97M-V with the def2-TZVPD basis set, the OMol25 dataset).

Geometry as ORCA input:
```
! RIJCOSX wB97M-V def2-TZVPD def2/J DEFGRID3
* xyz 0 1
C 1.33 0.53 0.17
O 0.07 0.51 -0.67
Si -1.34 -0.22 -0.20
I -1.50 -2.53 -1.01
H 2.10 -0.11 -0.27
H 1.18 0.16 1.29
H 1.72 1.56 0.08
H -2.44 0.66 -0.61
H -1.14 -0.56 1.22
*
```

- HOMO-LUMO gap (eV) = 10.26
- ΔE to the lowest compared entry with this formula, charge and spin (kJ/mol) = 111.9
- SMILES = CO[SiH2]I

Results of the Mulliken charge analysis, in e, for atoms 1 through 6:
1. C -0.50
2. O -0.25
3. Si 0.35
4. I -0.10
5. H 0.24
6. H 0.26



# C36H33BiBrN6S2

A structure of composition C36H33BiBrN6S2 (ωB97M-V with the def2-TZVPD basis set, the OMol25 dataset).

Geometry as ORCA input:
```
! RIJCOSX wB97M-V def2-TZVPD def2/J DEFGRID3
* xyz 3 1
Bi 0.03 -0.13 -0.15
N 0.84 2.79 -0.44
C -0.01 3.87 -1.04
C -0.86 4.61 0.00
C -2.18 3.98 0.46
C -2.10 2.59 1.07
N -1.97 1.51 0.03
H 1.21 3.15 0.44
H 1.65 2.69 -1.05
H -0.63 3.45 -1.83
H 0.64 4.60 -1.51
H -1.11 5.58 -0.43
H -0.23 4.81 0.87
H -2.89 3.95 -0.37
H -2.61 4.65 1.20
H -3.00 2.39 1.65
H -1.25 2.53 1.76
H -1.80 1.96 -0.87
H -2.85 1.03 -0.07
Br 2.97 2.96 6.12
C 1.94 1.98 4.91
C 1.01 1.06 5.37
C 0.25 0.32 4.49
C 0.42 0.49 3.11
C 1.33 1.44 2.67
C 2.09 2.18 3.55
N -0.35 -0.22 2.13
C -1.33 -0.99 2.46
C -2.24 -1.61 1.52
C -3.34 -2.33 1.97
C -4.23 -2.84 1.04
C -4.01 -2.62 -0.31
C -2.88 -1.90 -0.69
N -2.02 -1.41 0.21
H 0.87 0.92 6.44
H -0.47 -0.37 4.90
H 1.42 1.62 1.61
H 2.80 2.92 3.18
H -1.55 -1.13 3.51
H -3.49 -2.48 3.03
H -5.10 -3.41 1.36
H -4.68 -3.00 -1.06
H -2.66 -1.72 -1.74
S 4.80 3.58 -0.01
C 6.30 4.37 -0.06
C 7.33 3.49 -0.15
C 6.89 2.14 -0.16
C 5.53 2.01 -0.10
C 4.74 0.79 -0.09
C 3.34 0.85 -0.04
N 2.54 -0.21 0.01
C 3.08 -1.45 -0.01
C 4.48 -1.61 -0.06
C 5.04 -2.93 -0.06
C 4.24 -4.02 -0.03
C 2.81 -3.88 0.01
C 1.98 -5.00 0.03
C 0.61 -4.87 0.04
C 0.12 -3.55 0.04
N 0.87 -2.45 0.04
C 2.23 -2.60 0.02
C -0.29 -6.01 0.03
C 0.04 -7.34 -0.03
C -1.08 -8.21 -0.02
C -2.26 -7.53 0.05
S -2.02 -5.84 0.11
C 5.29 -0.48 -0.10
H 6.35 5.45 -0.04
H 8.37 3.79 -0.19
H 7.58 1.31 -0.23
H 2.87 1.82 -0.02
H 6.12 -3.04 -0.10
H 4.66 -5.01 -0.03
H 2.44 -5.98 0.03
H -0.95 -3.42 0.03
H 1.06 -7.70 -0.08
H -1.02 -9.28 -0.06
H -3.26 -7.94 0.08
H 6.37 -0.61 -0.13
*
```

- HOMO-LUMO gap (eV) = 5.21
- ΔE to the lowest compared entry with this formula, charge and spin (kJ/mol) = 32.3

Results of the Mulliken charge analysis, in e, for atoms 1 through 6:
1. Bi 1.30
2. N -0.08
3. C -1.30
4. C -0.42
5. C -1.02
6. C -0.45



# C4H12NO

A cluster of 2 separate species, C4H12NO in total (ωB97M-V with the def2-TZVPD basis set, the OMol25 dataset).

Geometry as ORCA input:
```
! RIJCOSX wB97M-V def2-TZVPD def2/J DEFGRID3
* xyz 1 1
C -0.41 1.57 0.48
N -0.13 0.67 -0.70
C -1.17 -0.33 -0.39
C -0.77 -0.78 1.07
C -0.52 0.58 1.70
H 0.31 2.39 0.58
H -1.29 2.21 0.25
H 0.81 0.07 -0.71
H -0.22 1.01 -1.59
H -1.07 -1.19 -1.05
H -2.26 0.24 -0.62
H -1.56 -1.32 1.53
H 0.07 -1.49 0.93
H 0.46 0.49 2.25
H -1.34 0.99 2.43
H 2.31 -1.52 -2.54
H 3.30 -1.35 -1.23
O 2.32 -1.44 -1.56
*
```

- HOMO-LUMO gap (eV) = 12.54
- ΔE to the lowest compared entry with this formula, charge and spin (kJ/mol) = 151.5

Results of the Mulliken charge analysis, in e, for atoms 1 through 6:
1. C -0.68
2. N -0.13
3. C -0.52
4. C -0.70
5. C -0.19
6. H 0.34



# C6H10F2O2

The molecule C6H10F2O2 (ωB97M-V with the def2-TZVPD basis set, the OMol25 dataset).

Geometry as ORCA input:
```
! RIJCOSX wB97M-V def2-TZVPD def2/J DEFGRID3
* xyz 0 1
C -1.50 0.11 0.17
C -0.86 0.83 1.39
C -0.78 -1.16 -0.27
C 0.45 1.51 0.88
C 0.45 -0.87 -1.07
C 1.38 0.56 0.32
O 1.33 -1.85 -1.20
O 0.17 -0.15 -2.19
F 2.30 1.10 -0.47
F 2.02 -0.32 1.09
H -2.52 -0.19 0.49
H -1.68 0.84 -0.67
H -1.67 1.41 1.70
H -0.54 -0.09 1.86
H -0.51 -1.93 0.50
H -1.46 -1.76 -1.00
H 0.16 2.06 0.02
H 0.79 2.35 1.51
H 1.50 -2.06 -0.31
H 0.97 -0.39 -2.74
*
```

- HOMO-LUMO gap (eV) = 8.48
- ΔE to the lowest compared entry with this formula, charge and spin (kJ/mol) = 53.8

Results of the Mulliken charge analysis, in e, for atoms 1 through 6:
1. C -0.68
2. C -0.73
3. C -0.56
4. C -0.52
5. C 0.13
6. C 0.56